(1)
# C49H59N3O5PPdS2

C49H59N3O5PPdS2 as an isolated structure in a non-equilibrium geometry (ωB97M-V/def2-TZVPD, OMol25).

Net charge: -1
Orbital gap (spin up / spin down) (eV): 5.55 / 7.14
2S+1: 3

```
120
Properties=species:S:1:pos:R:3:forces:R:3
Pd -0.09890 0.63740 0.04260 -0.5 1.2 1.2
S -5.76850 -0.98280 0.22080 -0.6 -0.2 -0.1
S -2.45110 1.21320 -0.69580 0.3 0.3 -0.2
P 0.26910 3.09410 0.21560 0.0 0.3 -0.8
O -0.54520 4.52980 0.18920 0.4 -0.3 0.3
O -6.01040 -1.49840 1.54180 0.1 0.4 0.0
O -6.32010 -1.75700 -0.86430 0.1 0.3 0.0
O 1.16480 3.30230 -1.13940 0.1 0.3 0.3
O 1.34530 3.50470 1.32330 -0.2 -0.3 0.2
N -4.17470 -0.69680 -0.03430 -0.7 -0.1 0.1
N 0.04120 -0.14370 2.21530 0.9 0.2 -0.9
N 2.05360 0.23140 0.19440 -1.1 0.4 0.8
C -7.60010 2.70380 -0.19350 0.0 -0.1 0.0
C -0.55440 2.14980 3.81030 0.0 0.1 0.1
C 5.48870 2.29940 0.77410 -0.2 -0.1 0.1
C 5.64790 -1.18890 3.86240 0.1 0.0 -0.1
C -7.52500 1.34690 0.10650 -0.2 0.0 0.0
C 3.90020 -1.15300 5.70180 -0.1 0.0 0.2
C 4.21320 2.31440 -0.07500 0.1 0.2 0.1
C 2.34190 -0.03730 1.46340 -0.2 0.1 -0.3
C 0.87620 2.55230 -2.30790 -0.3 -0.1 -0.5
C -1.25920 0.83010 4.00670 0.2 -0.2 -0.4
C -2.73230 -1.50610 4.21020 0.0 0.0 0.1
C 1.59390 -0.67740 5.04540 -0.2 0.1 -0.4
C -1.67680 -2.28380 0.90620 0.0 0.0 0.1
C 4.06180 1.08670 -0.94910 -0.4 -0.1 0.1
C -6.29560 0.73590 0.03760 0.8 -0.3 -0.1
C -1.49880 -2.64800 2.37920 0.2 0.0 -0.1
C -3.95380 0.55210 -0.31400 0.5 -0.4 0.0
C 1.74770 -1.89490 -1.74720 -0.1 0.1 0.2
C -2.27350 0.71750 4.94200 0.0 -0.1 0.1
C 4.34260 -0.97380 4.37100 -0.3 0.1 -0.3
C 1.32530 -0.13440 2.48410 -0.5 -0.3 -0.1
C 0.49940 3.49530 -3.44380 0.2 -0.1 0.3
C 4.25540 3.56620 -0.96050 -0.1 -0.1 0.0
C 3.60490 -0.41980 2.05920 0.8 -0.4 0.3
C -6.46090 3.41180 -0.55310 0.0 0.1 -0.1
C -1.54530 3.14810 3.21060 0.2 -0.1 0.0
C 1.98260 4.77540 1.37840 0.2 0.5 0.2
C 4.89140 -0.13030 -2.87300 0.0 0.0 0.0
C 4.99340 0.89990 -1.95940 0.1 -0.1 -0.1
C 3.80910 -0.98780 -2.78870 0.1 0.0 -0.1
C 1.23410 5.76330 2.26150 0.0 -0.3 -0.2
C 1.74060 -2.67690 -0.43080 0.0 0.0 -0.1
C 1.99760 -0.43970 3.75480 0.3 -0.2 0.5
C -3.00570 -0.44920 5.05960 -0.1 0.0 0.1
C 2.86190 -0.86630 -1.78540 0.0 0.1 0.1
C -5.22730 2.78300 -0.61870 0.1 -0.2 0.0
C -2.62200 5.70200 0.48440 0.4 -0.2 -0.2
C -5.14560 1.43060 -0.31490 -0.8 0.4 0.1
C -0.95770 -0.26170 3.16840 -0.5 -0.1 0.8
C 2.98870 0.16820 -0.82220 0.9 -0.2 -0.8
C 2.56880 -1.01370 6.00600 0.3 -0.1 0.3
C -1.86130 4.64940 -0.31230 -0.6 0.1 -0.1
C -1.72260 -1.44300 3.26440 0.1 0.0 -0.1
C -0.15640 -3.32330 2.67070 -0.2 0.0 0.1
C 5.86950 -1.08570 2.51080 0.3 -0.2 0.4
C 0.37800 -1.26610 -2.02840 0.2 0.0 0.1
C 4.87030 -0.72380 1.59150 -0.7 0.0 -0.1
C 0.07760 2.67490 5.09690 0.0 -0.1 -0.1
C 3.36840 -0.59620 3.45030 0.2 0.0 0.0
H -8.41020 0.79030 0.37890 0.0 0.0 0.0
H 0.15010 -0.44660 -1.27380 0.3 -1.4 -1.6
H 4.27300 4.46230 -0.34350 0.0 0.1 0.0
H 6.45020 -1.46890 4.53240 0.0 0.0 0.0
H 0.09810 2.93900 -4.28890 0.0 0.0 -0.1
H 0.78440 1.94610 5.49020 0.1 0.0 0.1
H -0.06790 -4.22940 2.07560 0.1 -0.1 -0.1
H 1.76970 6.71140 2.29340 0.1 0.0 0.0
H -0.24830 4.20200 -3.09060 -0.2 0.0 0.0
H 0.35750 -0.84350 -3.03420 -0.1 0.2 0.1
H 5.46220 1.50530 1.51400 0.1 0.1 0.0
H -1.01010 -1.45820 0.61690 -0.3 -0.5 0.1
H -1.07200 4.11920 3.08460 0.0 0.2 -0.1
H 4.61130 -1.42420 6.47220 0.0 0.0 0.0
H 3.70980 -1.79280 -3.50640 0.0 -0.1 0.0
H 1.36710 4.06360 -3.77160 0.1 0.1 -0.1
H -1.46220 -3.14220 0.27270 0.0 -0.2 -0.1
H 1.14140 -3.57830 -0.53560 -0.1 -0.1 0.0
H -2.70130 -1.96010 0.72660 0.3 -0.1 0.0
H 1.31520 -2.07790 0.36900 0.0 -0.1 0.0
H -0.40360 -2.02200 -1.94950 -0.1 0.1 0.0
H 0.03940 1.85780 -2.10630 0.4 0.1 -0.1
H -1.81940 4.95000 -1.36860 0.0 -0.1 0.1
H -8.55670 3.20730 -0.16140 0.0 0.0 0.0
H -6.53820 4.46500 -0.79700 0.0 0.0 0.0
H 5.15110 3.56350 -1.57950 0.1 0.0 0.0
H 2.96890 4.57610 1.80840 0.0 0.1 -0.2
H 5.59430 3.25270 1.29110 0.0 0.1 0.1
H -2.36770 3.68040 -0.25010 0.1 0.2 -0.1
H 5.10800 -0.69980 0.53950 0.0 0.1 -0.1
H 5.83300 1.57520 -2.03380 0.1 0.1 0.0
H -2.66780 5.42810 1.53500 0.0 -0.1 0.1
H -4.33840 3.31820 -0.91230 0.1 0.0 0.0
H 0.23990 5.92830 1.85550 0.0 0.1 0.1
H 3.34980 2.37300 0.59190 0.0 0.0 -0.1
H 3.38840 3.61030 -1.61000 -0.1 0.1 -0.1
H -2.27660 -3.37970 2.63110 0.0 0.1 0.0
H -3.32380 -2.40830 4.27560 -0.1 -0.1 0.0
H 2.09580 5.18350 0.37180 0.1 -0.1 0.0
H 0.61580 3.59810 4.89340 0.1 0.1 0.0
H 6.85970 -1.29260 2.12680 0.1 0.0 0.0
H 1.95600 -2.61300 -2.55550 0.0 0.2 0.1
H 0.67880 -2.67180 2.44130 0.2 0.1 -0.1
H 1.15060 5.37300 3.27290 0.0 0.0 0.1
H -2.42850 3.25960 3.83870 -0.1 0.0 0.1
H 2.24160 -1.18150 7.02470 0.0 0.0 0.0
H -0.66310 2.88520 5.86550 -0.1 0.0 0.1
H 1.77060 1.96830 -2.56600 -0.2 0.0 0.1
H -1.86080 2.78050 2.23420 -0.2 0.0 -0.1
H 6.37000 2.15920 0.14970 0.1 0.0 -0.1
H 5.64060 -0.25620 -3.64410 0.0 0.0 0.0
H -3.63450 5.78510 0.09650 -0.1 0.1 0.0
H 0.55630 -0.62810 5.33670 -0.1 0.0 0.0
H 2.75300 -2.96640 -0.15110 0.1 0.0 0.1
H -2.49240 1.55510 5.59100 0.0 0.1 0.0
H -2.12900 6.66860 0.40500 0.0 0.1 0.0
H -0.09190 -3.59200 3.72380 0.1 -0.1 0.1
H -3.79840 -0.53270 5.79090 0.0 0.0 0.0
H 0.25070 2.01470 3.08260 -0.1 0.1 0.2
```
Forces are in eV/Å.



(2)
# H12O6

A 6-piece molecular cluster, H12O6 overall in a non-equilibrium geometry (ωB97M-V/def2-TZVPD, OMol25).

Relative energy (zero: lowest compared OMol25 entry of this formula, charge and spin) (eV): 1.7516
Orbital gap (eV): 10.49
SMILES: O.O.O.O.O.O

```
18
Properties=species:S:1:pos:R:3:forces:R:3
O 1.27800 -1.94239 0.59678 3.3 0.3 -0.8
O 0.58300 0.67661 -0.09122 -0.9 2.2 0.1
O -0.54300 2.96361 -1.67422 0.3 0.0 0.1
O -2.21700 -0.04339 -1.23522 -0.5 -0.8 0.1
O -0.54000 -3.41139 -0.80022 1.3 -0.8 -0.3
O 1.07700 2.00161 2.13678 -0.1 0.4 -1.9
H 0.84300 1.15061 0.73778 -0.4 0.0 -0.7
H 0.47300 -1.90239 1.01878 -3.0 0.0 1.7
H -1.33700 -2.97639 -0.58222 -1.3 0.7 0.3
H 0.26700 2.08261 2.61378 -0.3 0.0 1.1
H 0.98000 -0.15239 -0.00722 1.0 -2.2 -0.2
H 0.00300 2.16861 -1.66522 0.1 0.0 0.4
H 1.85400 1.76161 2.60278 0.5 -0.2 1.3
H -2.43900 -0.93339 -0.92422 -0.4 0.3 -0.3
H -1.34500 0.05261 -0.86422 0.9 0.7 0.3
H 1.89900 -1.56939 1.24078 0.0 -0.3 -0.3
H 0.19000 -2.80439 -0.61222 -0.2 -0.3 -0.3
H -1.02600 2.87761 -2.49122 -0.4 0.1 -0.4
```
Forces are in eV/Å.



(3)
# C32H61FO6SSi2

C32H61FO6SSi2 as an isolated structure in a non-equilibrium geometry (ωB97M-V/def2-TZVPD, OMol25).

Relative energy (zero: lowest compared OMol25 entry of this formula, charge and spin) (eV): 11.3536
Orbital gap (eV): 8.43

```
103
Properties=species:S:1:pos:R:3:forces:R:3
S 0.42785 0.73401 2.08564 -0.5 0.4 -0.3
Si -1.45336 1.02436 3.15004 -2.6 1.7 -3.6
Si -2.81463 -1.46685 3.83173 -1.3 0.1 -1.0
F -2.05884 2.63999 2.63192 1.1 -3.5 1.2
O -2.83882 0.18966 -2.98126 0.2 0.3 0.0
O 4.63574 -1.99684 -3.69407 0.0 0.3 -0.1
O 2.88661 3.59643 4.88597 0.1 0.1 -0.3
O -2.70760 -0.12298 2.70317 2.4 0.3 2.3
O -0.30052 7.25027 -0.73676 -0.1 0.0 0.3
O 1.68189 -3.92366 -3.03712 -0.1 -0.5 -0.2
C 1.89887 4.28168 4.10364 -0.3 -0.2 0.3
C -1.47956 -2.83522 3.60041 2.0 -0.7 -0.8
C -5.00704 -2.94108 2.38228 -0.8 -0.5 0.5
C -1.45215 7.61291 1.29959 -0.5 0.3 0.1
C 3.31201 -0.41707 -4.85877 -0.5 0.2 0.1
C -0.63838 8.27436 0.20892 0.3 0.2 -0.2
C 0.66491 -4.66850 -3.72137 -0.4 0.2 0.3
C 4.02287 3.32893 4.05262 0.2 0.0 0.4
C -4.64373 -2.10872 3.76020 -1.1 0.4 -1.2
C 1.93889 -3.25557 3.50196 -0.4 -0.3 -0.5
C -0.61001 5.97512 -0.15769 0.0 -0.1 -0.4
C 1.03136 -2.85454 2.17535 -1.6 1.1 -3.1
C -4.50284 -4.50086 2.60167 -0.6 0.3 0.5
C 4.71128 0.12836 -4.73519 0.4 0.3 -0.4
C -2.57073 2.43207 -2.27122 0.1 0.3 0.6
C 1.33586 -5.89232 -4.30563 -0.1 -0.1 -0.6
C -1.73138 2.21611 -3.50393 0.1 0.3 -0.6
C 2.44185 -6.14885 -3.31481 0.1 -0.4 0.5
C -0.88850 6.21544 1.31007 0.3 -0.4 0.4
C -3.53249 1.26577 -2.33470 -0.4 -0.2 0.0
C -6.65092 -2.98441 2.07712 0.8 0.0 -1.0
C 3.59972 3.61492 2.62826 0.1 -0.5 -0.4
C 2.85276 -4.74483 -2.92812 0.4 0.3 0.0
C 5.28472 -0.71988 -3.62106 0.2 -0.2 0.4
C 1.83574 -2.61507 0.74213 -3.1 0.6 -0.5
C 1.09941 -2.19250 -0.66972 -2.8 -0.5 3.6
C -1.63272 0.70720 -3.55970 0.1 -0.4 0.0
C 2.57347 4.70220 2.81626 -0.1 0.6 -0.2
C -0.60810 -2.65395 2.18500 2.5 0.2 -3.1
C -0.53253 -2.03658 -0.67928 2.2 -1.0 4.2
C 3.52219 -1.89148 -4.59192 -0.1 -0.4 -0.1
C -1.32948 -2.27086 0.73895 3.2 -0.3 -0.1
H 2.04149 -6.67517 -2.44030 0.1 0.0 -0.1
H 5.06381 -0.28844 -2.63901 0.1 0.1 0.0
H -4.53902 -2.42358 1.42690 -0.7 -1.1 2.1
H 4.43461 3.90450 1.98512 -0.1 0.0 0.1
H -0.73905 -2.74151 4.53187 -1.4 -0.2 -2.1
H 0.22365 5.28553 -0.31877 0.0 0.1 -0.1
H 1.66993 -1.99181 -1.67501 -1.1 -0.6 2.4
H -1.30544 1.04817 4.59900 0.3 0.1 0.0
H -3.07636 3.40072 -2.24791 0.0 -0.1 0.0
H -0.75538 2.70627 -3.46297 -0.1 -0.1 0.0
H 4.83284 3.99514 4.36803 0.1 0.0 0.0
H -2.26550 2.58843 -4.38607 0.1 0.0 0.1
H -7.28021 -3.27846 3.01902 1.2 0.7 -1.8
H -5.32280 -1.12759 3.72720 1.4 -2.0 0.5
H 5.26339 -0.05306 -5.66488 0.0 0.1 0.1
H 3.24794 -4.68920 -1.90969 -0.1 0.1 -0.1
H -5.48747 -5.16795 2.68679 2.3 1.2 -0.4
H 3.78248 -2.42763 -5.51107 -0.1 0.0 -0.1
H -2.49528 -2.13560 0.72538 2.5 -0.3 0.1
H 4.74855 1.19900 -4.51870 0.0 -0.1 0.0
H -1.52372 0.33170 -4.58125 -0.1 -0.1 0.1
H -4.41128 1.50909 -2.94179 0.0 0.1 0.1
H -1.89933 -3.93294 3.64486 0.7 2.2 -0.2
H -7.00394 -1.96006 1.58777 0.6 -2.1 1.4
H 1.76420 -5.65162 -5.28590 -0.1 0.0 0.1
H 3.60531 -4.34692 -3.61710 0.1 -0.1 0.1
H -1.56265 5.47245 1.74367 0.1 0.0 -0.1
H -1.94303 2.35063 -1.37585 -0.1 0.0 0.0
H 3.26775 -6.73867 -3.72041 -0.1 0.1 0.1
H 2.56545 -4.21134 3.19623 -1.1 2.1 0.7
H 1.28934 -3.57546 4.43560 1.1 0.7 -2.1
H -1.37284 8.12606 2.26129 0.0 0.0 -0.1
H 1.87554 4.79711 1.98058 0.1 0.0 0.1
H 0.19867 -4.04027 -4.48533 0.1 0.1 0.1
H -2.50980 7.58437 1.01168 0.1 0.0 0.1
H -3.79209 -4.83826 1.73347 -1.4 0.4 1.8
H -4.87343 -2.77461 4.69852 0.2 1.4 -1.8
H 6.36705 -0.85141 -3.70893 -0.1 -0.1 0.1
H -0.09698 -4.94738 -2.98531 -0.1 0.0 -0.1
H 2.65081 -2.37718 3.85633 -1.5 -1.8 -1.0
H 0.05033 6.19855 1.87611 -0.1 0.0 0.0
H 0.65167 -6.73565 -4.42871 0.0 0.1 0.0
H -6.79492 -3.80529 1.22884 0.1 1.7 1.9
H -3.86980 0.94533 -1.34514 0.0 -0.1 -0.1
H 4.34742 2.29393 4.19372 -0.1 0.1 0.1
H 3.02050 -2.74131 0.68794 -2.9 0.3 0.3
H -1.14262 -1.73498 -1.63763 1.4 -0.7 2.1
H 3.07596 5.66682 2.95536 -0.1 -0.1 0.0
H 1.50539 5.13128 4.66848 0.1 -0.1 0.1
H 0.17453 0.84538 0.70370 -0.4 -0.2 1.6
H -0.79148 0.34148 -2.96142 0.1 0.0 0.0
H -2.64922 -0.88848 5.18648 0.2 0.0 0.0
H 2.84805 -0.22135 -5.82879 0.0 0.0 0.1
H 2.67439 0.01669 -4.07927 0.0 0.0 -0.1
H 2.64368 -2.36714 -4.14733 0.2 0.0 0.0
H 3.12428 2.72733 2.19441 0.1 0.1 0.0
H -1.18500 9.07607 -0.29521 0.1 -0.1 -0.1
H -3.97700 -4.59446 3.66872 -0.9 0.1 -2.5
H -1.49366 5.58082 -0.67058 0.0 -0.1 0.0
H 1.07973 3.58022 3.91129 -0.1 0.1 -0.1
H 0.29686 8.68446 0.60537 0.0 0.1 0.0
```
Forces are in eV/Å.



(4)
# C7H25O8

A 8-piece molecular cluster, C7H25O8 overall in a non-equilibrium geometry (ωB97M-V/def2-TZVPD, OMol25).

Net charge: -1
Orbital gap (eV): 9.02

```
40
Properties=species:S:1:pos:R:3:forces:R:3
O 1.28455 3.30557 1.52366 -0.2 1.6 3.8
O 0.51591 -3.54696 -2.51459 -0.4 1.6 1.2
O -1.08741 -2.42939 -0.43811 -1.3 1.5 -1.1
O -1.04536 1.79724 1.52194 -0.6 -0.1 -2.1
O -2.94225 -3.53090 1.16477 1.0 1.8 1.4
O -1.50004 0.06913 -0.34835 -0.2 -1.2 1.2
O -2.95960 -0.64069 1.60068 1.6 -1.4 -1.4
O 0.98420 -1.93108 1.02028 -0.6 0.8 -1.2
C 1.37775 1.22118 -0.76965 1.4 0.1 4.8
C 2.63512 1.67321 -0.62335 1.4 0.7 -1.4
C 3.63492 0.61216 1.43350 -0.7 1.0 -1.4
C 0.62493 1.28927 -1.96582 -3.0 -1.5 1.4
C 3.56935 1.64078 0.55139 -0.5 -1.6 0.8
C -1.87632 0.75375 -1.48035 1.2 -1.7 -0.9
C -0.79109 1.78594 -1.59367 -0.9 5.4 -2.1
H 4.25603 2.47464 0.74330 -0.4 -0.2 -0.5
H 0.98617 -2.84474 1.33236 -0.4 0.2 -0.5
H 0.74287 0.85084 0.15439 1.8 0.5 -1.9
H 0.07388 -2.93218 -1.85809 -1.0 -1.4 -0.6
H 1.12113 1.83792 -2.67699 0.9 1.1 -2.1
H 1.34243 -3.08970 -2.37770 1.3 -0.3 -0.6
H 0.72103 2.55571 1.53063 -1.5 -1.1 0.3
H -1.13403 1.00842 0.79754 0.2 1.0 1.7
H -0.66993 1.62194 2.36772 0.1 -1.1 0.7
H 4.28791 0.61809 2.25742 1.0 0.4 0.9
H -1.96101 -2.76168 -0.16244 0.6 -0.9 0.1
H -2.32258 -0.42317 0.75493 -1.4 0.0 1.4
H 0.52230 0.23799 -2.16866 -0.2 -0.7 -1.2
H -2.20246 -3.18587 1.76927 -1.3 -1.0 -1.2
H -3.54721 0.08827 1.61939 -0.8 1.1 0.1
H 3.13678 2.13308 -1.57693 -1.0 -0.8 1.6
H 3.00867 -0.26299 1.42968 -0.4 -0.1 -0.6
H -1.14600 2.49106 -2.50514 0.8 -1.1 1.8
H -0.68586 2.54517 -0.64843 -0.6 -2.0 -2.2
H 1.56420 3.25612 0.67269 1.7 0.2 -4.0
H -1.38179 -1.42942 -0.53639 1.0 -0.6 0.0
H -2.96033 1.07337 -1.43734 1.1 0.1 -0.4
H -1.66149 0.01443 -2.40293 -1.1 1.5 1.3
H -3.39672 -2.65573 1.08977 -0.1 -0.5 0.2
H 0.25802 -1.82254 0.27746 1.6 -1.1 2.4
```
Forces are in eV/Å.



Number 1: electronic energy -100922.0501 eV. Number 2: electronic energy -12479.3622 eV. Number 3: electronic energy -75758.4925 eV. Number 4: electronic energy -24043.2926 eV.